# C9H12INO2S

A structure of composition C9H12INO2S in a non-equilibrium geometry (ωB97M-V/def2-TZVPD, the Open Molecules 2025 dataset).

The calculation puts the HOMO-LUMO gap at 9.4845 eV. For the energy above the lowest of the compared OMol25 structures with the same formula, charge and spin, the calculation gives 0.0 kcal per mole. The HOMO energy comes out at -9.106 eV. The calculation puts the total energy at -1251.1021 a.u. The net charge is 0.

Cartesian coordinates (Å):
C  -1.76  0.65  -3.27
C  -1.11  -2.00  1.96
C  -1.21  -0.80  -1.14
C  -2.29  -1.33  -0.21
C  -1.44  -0.10  -2.26
C  -1.84  -1.15  1.22
C  1.46  1.96  0.68
C  1.74  1.66  -0.78
C  1.97  0.80  1.56
N  2.29  0.60  -1.11
O  1.87  -1.55  0.19
O  4.06  -0.40  0.32
S  2.64  -0.36  0.23
I  -2.43  0.50  2.28
H  -1.90  1.76  -3.17
H  -2.22  0.23  -4.13
H  -1.11  -1.83  3.03
H  -0.54  -2.88  1.58
H  -0.33  -1.37  -0.82
H  -2.34  -2.36  -0.43
H  1.80  2.92  0.93
H  0.39  2.02  0.61
H  -3.16  -0.79  -0.19
H  1.42  2.39  -1.49
H  2.83  1.09  2.26
H  1.21  0.35  2.12


# C9H12MoNS8Sb

A structure of composition C9H12MoNS8Sb in a non-equilibrium geometry (ωB97M-V/def2-TZVPD, the Open Molecules 2025 dataset).

The calculation puts the HOMO-LUMO gap (alpha / beta) at 4.9166 / 4.9278 eV. The HOMO energy (alpha / beta) comes out at -0.594 / -0.596 eV. The calculation puts the total energy at -3898.9483 a.u. As for the spin multiplicity: 3. The net charge is -2.

Cartesian coordinates (Å):
Mo  8.25  7.06  10.37
S  9.94  7.00  11.87
S  11.13  6.54  10.19
S  10.45  7.38  8.41
S  9.05  8.81  9.04
S  4.49  6.45  14.99
Sb  6.60  6.74  13.93
S  6.91  8.89  11.10
S  5.97  7.18  11.41
S  8.01  4.87  13.89
C  6.97  4.17  10.61
N  8.13  4.75  9.98
C  9.26  3.93  10.46
C  8.00  4.54  8.53
C  6.97  5.50  8.00
C  6.31  5.22  6.83
C  5.33  6.09  6.41
C  5.11  7.32  7.11
C  5.92  7.65  8.17
C  6.86  6.75  8.64
H  6.89  3.10  10.24
H  6.04  4.70  10.33
H  7.13  4.23  11.70
H  9.10  2.90  10.10
H  9.28  3.91  11.55
H  10.21  4.33  10.11
H  7.68  3.50  8.38
H  8.95  4.80  8.10
H  6.34  4.28  6.33
H  4.65  5.95  5.57
H  4.28  7.91  6.86
H  5.79  8.60  8.68


# C9H12N

The ion C9H12N with charge +1 in a non-equilibrium geometry (ωB97M-V/def2-TZVPD, the Open Molecules 2025 dataset).

The calculation puts the HOMO-LUMO gap (alpha / beta) at 7.0980 / 7.0974 eV. For the energy above the lowest of the compared OMol25 structures with the same formula, charge and spin, the calculation gives 158.0 kcal per mole. The HOMO energy (alpha / beta) comes out at -12.287 / -12.288 eV. The calculation puts the total energy at -404.3532 a.u. The net charge is +1.

Cartesian coordinates (Å):
C  0.63  1.88  0.41
C  0.87  0.36  0.02
C  3.16  0.51  0.12
C  -0.75  2.19  0.07
C  -1.42  0.92  -0.43
C  -1.64  -0.34  0.37
C  -0.40  -0.11  -0.26
C  -2.86  -1.07  0.01
C  2.03  -1.71  -0.16
N  2.07  -0.25  0.06
H  4.19  0.01  0.06
H  2.90  1.47  0.26
H  -1.38  2.49  0.93
H  -0.64  2.95  -0.67
H  -1.94  0.96  -1.27
H  -1.36  -0.31  1.38
H  -3.03  -1.12  -1.02
H  -3.71  -0.38  0.22
H  -2.92  -2.04  0.58
H  3.00  -2.25  0.20
H  1.98  -1.94  -1.20
H  1.22  -2.20  0.32


# C9H12N

The ion C9H12N with charge +1 in a non-equilibrium geometry (ωB97M-V/def2-TZVPD, the Open Molecules 2025 dataset).

The calculation puts the HOMO-LUMO gap (alpha / beta) at 7.2567 / 7.2576 eV. For the energy above the lowest of the compared OMol25 structures with the same formula, charge and spin, the calculation gives 181.2 kcal per mole. The HOMO energy (alpha / beta) comes out at -12.066 / -12.066 eV. The calculation puts the total energy at -404.3162 a.u. The net charge is +1.

Cartesian coordinates (Å):
C  0.63  -0.06  -0.99
C  1.05  0.91  0.07
C  0.45  0.70  -2.22
C  -0.57  1.73  -1.55
C  0.56  -1.82  0.77
C  0.67  -0.81  1.93
C  -0.15  -1.08  -0.39
C  -0.33  1.51  -0.07
C  -0.96  0.05  0.40
N  -0.70  -0.26  1.84
H  1.30  1.02  -2.73
H  -0.10  0.05  -2.93
H  -0.37  2.76  -1.97
H  -1.52  1.22  -1.94
H  1.53  -2.21  0.42
H  0.00  -2.71  1.13
H  0.93  -1.38  2.90
H  1.28  -0.06  1.26
H  -0.82  -1.62  -1.19
H  -0.69  2.32  0.66
H  -1.44  -0.93  2.28
H  -0.76  0.70  2.35


# C9H12N2

An isolated molecule of C9H12N2 in a non-equilibrium geometry (ωB97M-V/def2-TZVPD, the Open Molecules 2025 dataset).

The calculation puts the HOMO-LUMO gap at 9.9004 eV. For the energy above the lowest of the compared OMol25 structures with the same formula, charge and spin, the calculation gives 108.2 kcal per mole. Its SMILES is CN1N[C@@]1(C)c1ccccc1. The HOMO energy comes out at -8.919 eV. The calculation puts the total energy at -459.5151 a.u. The net charge is 0.

Cartesian coordinates (Å):
C  3.52  -0.69  0.05
C  3.13  0.65  0.26
C  2.51  -1.69  0.10
C  1.80  0.98  0.36
C  1.17  -1.32  0.21
C  0.79  0.01  0.40
C  -0.64  0.30  0.42
C  -1.05  1.36  -1.10
C  -2.90  -0.68  0.34
N  -1.34  0.69  1.65
N  -1.56  -0.58  0.93
H  4.46  -1.18  -0.15
H  3.77  1.49  0.10
H  2.79  -2.77  0.18
H  1.52  1.98  0.18
H  0.37  -2.09  0.23
H  -0.59  2.26  -0.66
H  -2.11  1.36  -1.25
H  -0.47  0.91  -1.90
H  -3.62  -0.88  1.18
H  -3.15  0.31  -0.18
H  -2.89  -1.55  -0.23
H  -0.81  0.59  2.57


# C9H12N2O2S

An isolated molecule of C9H12N2O2S in a non-equilibrium geometry (ωB97M-V/def2-TZVPD, the Open Molecules 2025 dataset).

The calculation puts the HOMO-LUMO gap (alpha / beta) at 8.5131 / 8.5136 eV. For the energy above the lowest of the compared OMol25 structures with the same formula, charge and spin, the calculation gives 147.4 kcal per mole. Its SMILES is CC1(C)[C@H](c2cccs2)[N+]([O-])=CN1O. The HOMO energy (alpha / beta) comes out at -8.004 / -8.005 eV. The calculation puts the total energy at -1008.0996 a.u. The net charge is 0.

Cartesian coordinates (Å):
C  -2.67  -2.01  -1.06
C  -1.96  -1.04  -0.32
C  -1.95  -3.19  -1.21
C  -0.70  -1.40  0.02
C  -0.57  1.58  1.37
C  0.44  -0.42  0.97
C  1.04  0.67  0.13
C  2.49  1.12  0.61
C  1.09  0.15  -1.31
N  0.18  1.83  0.18
N  -0.45  0.40  1.87
O  -0.98  -0.13  2.82
O  0.77  3.17  0.13
S  -0.37  -3.00  -0.56
H  -3.67  -1.65  -1.32
H  -2.54  -0.13  -0.12
H  -2.05  -4.16  -1.61
H  -1.31  2.25  1.84
H  1.00  -1.20  1.32
H  2.97  1.89  0.06
H  3.14  0.12  0.65
H  2.21  1.53  1.59
H  1.74  0.78  -2.07
H  0.12  0.35  -1.78
H  1.48  -0.89  -1.38
H  0.54  3.37  -0.81


# C9H12N2O3

A cluster of 3 separate species, C9H12N2O3 in total in a non-equilibrium geometry (ωB97M-V/def2-TZVPD, the Open Molecules 2025 dataset).

The calculation puts the HOMO-LUMO gap (alpha / beta) at 8.1564 / 8.1560 eV. For the energy above the lowest of the compared OMol25 structures with the same formula, charge and spin, the calculation gives 83.1 kcal per mole. Its SMILES is C#C/C(=C/C=C)NC(C)=O.O=C=O.N. The HOMO energy (alpha / beta) comes out at -7.978 / -7.978 eV. The calculation puts the total energy at -685.2756 a.u. The net charge is 0.

Cartesian coordinates (Å):
C  -3.29  0.77  -1.03
C  -2.42  0.17  -0.40
C  -0.43  0.76  2.66
C  -1.38  0.68  1.61
C  -0.49  -1.77  -0.91
C  -4.09  -2.50  0.48
C  0.72  -2.64  -1.03
C  -0.57  1.55  3.72
C  -1.26  0.04  0.41
N  -0.29  -0.84  0.03
N  0.45  0.17  -2.65
O  -3.27  -3.05  1.09
O  -1.44  -1.77  -1.64
O  -4.81  -1.87  -0.14
H  -4.14  0.92  -1.60
H  0.46  0.13  2.78
H  -2.15  1.39  1.62
H  1.47  -1.99  -1.31
H  1.09  -3.16  -0.08
H  0.54  -3.36  -1.75
H  -1.47  2.24  3.76
H  0.26  1.78  4.46
H  0.38  -1.08  0.81
H  0.66  -0.48  -3.45
H  0.36  1.08  -3.11
H  -0.44  0.11  -2.16


# C9H12N2O4

An isolated molecule of C9H12N2O4 in a non-equilibrium geometry (ωB97M-V/def2-TZVPD, the Open Molecules 2025 dataset).

The calculation puts the HOMO-LUMO gap at 7.7756 eV. For the energy above the lowest of the compared OMol25 structures with the same formula, charge and spin, the calculation gives 108.1 kcal per mole. The HOMO energy comes out at -7.236 eV. The calculation puts the total energy at -760.5210 a.u. The net charge is 0.

Cartesian coordinates (Å):
C  -1.78  0.63  -0.22
C  -0.49  -2.32  1.58
C  -1.80  -0.41  0.87
C  0.66  -3.08  1.01
C  1.11  2.70  -0.68
C  1.78  1.29  -0.34
C  -0.18  2.29  -1.19
C  0.59  0.59  0.23
C  0.01  -1.50  -0.46
N  -0.95  -1.54  0.59
N  -0.54  1.13  -0.36
O  -2.70  0.97  -0.92
O  -0.91  -2.42  2.71
O  0.93  -2.38  -0.23
O  -0.42  -1.35  -1.68
H  -1.50  0.12  1.79
H  -2.86  -0.83  1.04
H  1.61  -3.15  1.67
H  0.50  -4.17  0.90
H  0.75  3.11  0.34
H  1.82  3.28  -1.29
H  2.26  0.86  -1.26
H  2.54  1.48  0.41
H  -1.00  2.96  -1.25
H  -0.12  2.09  -2.26
H  0.59  0.45  1.25
H  0.11  -0.79  -2.25


# C9H12N3

The ion C9H12N3 with charge +1 in a non-equilibrium geometry (ωB97M-V/def2-TZVPD, the Open Molecules 2025 dataset).

The calculation puts the HOMO-LUMO gap at 7.2287 eV. For the energy above the lowest of the compared OMol25 structures with the same formula, charge and spin, the calculation gives 70.6 kcal per mole. Its SMILES is CC(Cc1ccc(C)nc1)=[N+]=N. The HOMO energy comes out at -12.764 eV. The calculation puts the total energy at -514.0635 a.u. The net charge is +1.

Cartesian coordinates (Å):
C  0.85  1.11  0.65
C  2.09  0.85  0.11
C  0.46  -1.24  0.67
C  -0.02  0.05  0.94
C  2.45  -0.48  -0.17
C  -2.35  0.25  -0.12
C  3.73  -0.84  -0.83
C  -2.11  1.39  -1.01
C  -1.38  0.26  1.42
N  1.63  -1.47  0.14
N  -3.55  -1.82  -0.27
N  -3.09  -0.71  -0.24
H  0.57  2.13  0.87
H  2.78  1.65  -0.12
H  -0.14  -2.11  0.89
H  4.48  -0.06  -0.71
H  4.10  -1.78  -0.44
H  3.56  -0.98  -1.90
H  -3.03  1.96  -1.15
H  -1.79  1.04  -1.99
H  -1.35  2.05  -0.60
H  -1.79  -0.54  2.02
H  -1.59  1.25  1.83
H  -4.52  -1.96  0.02